Here is a 2-piece molecular cluster, C5H14 overall from OMol25. Energies are from wB97M-V/def2-TZVPD.

Each atom is followed by the atoms it is bonded to, with distances in Å.
CARTESIAN COORDINATES (ANGSTROEM)
1 C 0.85 0.34 -1.24  C2 1.527, H4 1.096, H5 1.088, H6 1.093
2 C 0.52 -0.27 -2.60  C1 1.527, C3 1.546, H7 1.083, H8 1.097
3 C -0.45 0.62 -3.40  C2 1.546, H9 1.095, H10 1.082, H11 1.096
4 H 1.03 1.42 -1.33  C1 1.096
5 H 1.77 -0.01 -0.77  C1 1.088
6 H -0.05 0.40 -0.63  C1 1.093
7 H 1.41 -0.44 -3.20  C2 1.083
8 H 0.00 -1.21 -2.39  C2 1.097
9 H 0.10 1.25 -4.10  C3 1.095
10 H -1.21 0.04 -3.92  C3 1.082
11 H -0.94 1.36 -2.76  C3 1.096
12 C -0.06 0.20 3.61  C13 1.535, H14 1.095, H15 1.090, H16 1.096
13 C -0.69 -1.05 2.97  C12 1.535, H17 1.085, H18 1.086, H19 1.096
14 H 0.67 -0.13 4.35  C12 1.095
15 H 0.40 0.86 2.87  C12 1.090
16 H -0.77 0.77 4.21  C12 1.096
17 H -1.77 -1.05 2.98  C13 1.085
18 H -0.35 -1.97 3.44  C13 1.086
19 H -0.45 -1.14 1.90  C13 1.096

Its charge is 0. For the energy, the calculation gives -5411.596 eV.